# 1
Computed, not measured: a cluster of 2 separate species, C4H9N2O in total at a distorted geometry, with ωB97M-V with the def2-TZVPD basis set.

Charge: +1
<S²>: 2.01
2S+1: 3
Energy above the lowest of the compared OMol25 structures with the same formula, charge and spin: 28.2 kcal/mol
DFT total energy: -342.1176 Ha

Last column: Mulliken charge in e.
Positions of all 16 atoms, in Å:
1 C -1.55936 0.04610 -0.87472  -0.262
2 C -1.68922 0.10105 0.56554  -0.302
3 C 0.35623 0.60089 -0.02114  0.294
4 C 1.74742 1.00718 -0.20161  -0.960
5 N -0.39266 0.47542 -1.25773  -0.108
6 N -0.42535 0.56420 1.01625  0.064
7 O 0.94899 -2.00853 -0.02102  -0.608
8 H -2.32776 -0.41822 -1.53276  0.425
9 H -2.50458 0.94157 0.68148  0.260
10 H -2.33028 -0.72708 1.04163  0.301
11 H 2.17543 0.92925 0.79398  0.328
12 H 1.51831 2.14022 -0.36439  0.317
13 H 2.36587 0.57093 -0.95958  0.349
14 H -0.14434 0.77333 1.98789  0.254
15 H 1.37184 -2.85353 0.16371  0.315
16 H 0.88945 -2.14277 -1.01751  0.333

---

# 2
Computed, not measured: the ion C4H9N2O2 with charge +1 at a distorted geometry, with ωB97M-V with the def2-TZVPD basis set.

Charge: +1
SMILES: OC1(O)CNC=[NH+]C1
Energy above the lowest of the compared OMol25 structures with the same formula, charge and spin: 33.3 kcal/mol
DFT total energy: -417.5283 Ha

Last column: Mulliken charge in e.
Positions of all 17 atoms, in Å:
1 O 1.33322 1.23474 0.17467  -0.495
2 C 0.98019 -0.14631 0.28360  0.560
3 O 2.04348 -1.10535 0.15380  -0.539
4 C 0.06333 -0.54783 1.41189  -0.642
5 N -1.26330 -0.02609 1.15985  -0.192
6 C -1.68030 0.63781 0.08450  -0.060
7 N -1.09598 0.54354 -1.09981  -0.117
8 C 0.11431 -0.23379 -1.22036  -0.921
9 H 2.00683 1.48749 0.82446  0.351
10 H 2.51741 -1.40793 0.97568  0.345
11 H 0.00148 -1.57980 1.55341  0.356
12 H 0.33580 -0.10254 2.37058  0.323
13 H -1.74496 0.38662 2.05601  0.332
14 H -2.55748 1.28285 0.14882  0.416
15 H -1.44612 0.95728 -2.02487  0.310
16 H 0.78568 0.32789 -1.70436  0.556
17 H 0.00255 -1.23528 -1.36400  0.415

---

# 3
Computed, not measured: the ion C4H9N2O2 with charge +1 at a distorted geometry, with ωB97M-V with the def2-TZVPD basis set.

Charge: +1
Energy above the lowest of the compared OMol25 structures with the same formula, charge and spin: 130.2 kcal/mol
DFT total energy: -417.3739 Ha

Last column: Mulliken charge in e.
Positions of all 17 atoms, in Å:
1 C 0.81713 1.40891 0.32562  0.790
2 C 0.17785 -0.94659 0.37882  -0.627
3 C -1.84782 0.42752 0.48963  -0.463
4 C 2.37787 -0.20544 -0.42264  -1.051
5 N 1.06832 0.17287 0.08396  -0.066
6 N -1.11881 -0.77299 -0.16420  -0.140
7 O 0.78973 2.59092 0.36637  -0.286
8 O -2.61494 0.99308 -0.57698  -0.484
9 H 0.71335 -1.85584 -0.11710  0.452
10 H 0.09350 -0.77650 1.44684  0.418
11 H -2.44503 0.00170 1.21907  0.263
12 H 3.03849 0.59662 -0.13383  0.406
13 H 2.57884 -1.07071 0.11414  0.449
14 H 2.19293 -0.24067 -1.48398  0.346
15 H -1.22811 -0.56696 -1.09586  0.314
16 H -1.69871 -1.60542 -0.16639  0.346
17 H -2.89460 1.84951 -0.26349  0.333

---

# 4
Computed, not measured: the ion C4H9N2O2 with charge +1 at a distorted geometry, with ωB97M-V with the def2-TZVPD basis set.

Charge: +1
SMILES: CCN(C)[N+](=O)C=O
Energy above the lowest of the compared OMol25 structures with the same formula, charge and spin: 121.4 kcal/mol
DFT total energy: -417.3879 Ha

Last column: Mulliken charge in e.
Positions of all 17 atoms, in Å:
1 C 0.46873 -0.72897 1.68582  -0.896
2 C -0.66294 0.16244 0.94692  -0.524
3 N -0.54458 -0.03053 -0.47897  0.264
4 C -0.66292 -1.29812 -1.03096  -0.789
5 N 0.22377 0.79799 -1.23936  0.349
6 O 0.50733 0.53382 -2.39661  -0.519
7 C 0.78703 2.43491 -0.73495  0.289
8 O 0.23846 2.85845 0.15241  -0.187
9 H 0.05221 -1.76437 1.63626  0.305
10 H 1.39638 -0.84175 1.09651  0.308
11 H 0.64049 -0.47282 2.72165  0.343
12 H -0.60631 1.13559 1.39160  0.352
13 H -1.62546 -0.31557 1.19983  0.355
14 H -1.03658 -1.23767 -2.04750  0.268
15 H 0.40124 -1.64234 -1.11262  0.373
16 H -1.22000 -2.02664 -0.37226  0.333
17 H 1.64313 2.43558 -1.41778  0.377

---

- Which formula does entry 3 have?
  C4H9N2O2